[1]
Entry from the OMol25 dataset: C11H8F4HfIN2OP as an isolated structure (the ωB97M-V functional and the def2-TZVPD basis).

## Properties
net charge = +4
gap between HOMO and LUMO = 5.60 eV

XYZ file:
```
29
Properties=species:S:1:pos:R:3:forces:R:3
C 3.16816 0.11109 -0.44807 -0.28 0.14 -0.22
C 2.23240 0.66874 0.60095 0.40 0.97 -0.06
F 2.47093 0.20826 1.87023 -0.25 -0.59 -0.06
C 0.74724 0.48296 0.31218 -0.04 0.03 0.13
C -0.13952 1.59561 0.15772 0.02 0.06 -0.29
C 0.36874 3.05520 0.21529 0.19 0.11 0.22
F 1.30779 3.23090 -0.71537 -0.23 -0.04 0.21
F 0.83778 3.30910 1.42106 -0.09 0.01 -0.39
F -0.65832 3.87822 -0.05547 0.21 -0.12 -0.02
C -1.50354 1.41035 -0.02205 0.20 0.31 -0.86
C -2.09434 0.13642 -0.09998 -0.07 0.87 0.01
N -3.45690 0.02437 -0.24019 1.12 -0.82 -1.09
C -3.85257 -1.23011 -0.25310 -0.89 0.26 0.03
C -2.96943 -2.36990 -0.10267 -0.07 -0.18 0.28
N -1.68766 -2.21073 0.04610 0.13 -0.08 0.22
C -1.23059 -0.94225 0.02603 -0.49 -0.27 0.02
C 0.13122 -0.75738 0.21065 0.40 -0.08 0.79
P 0.83145 -2.42204 0.37817 0.88 0.06 -1.74
O 1.96989 -2.48384 1.39514 -0.49 0.01 -0.09
I 1.21343 -3.71861 -1.50238 -0.25 -0.04 0.49
H 4.18454 0.17465 -0.06742 0.09 -0.21 0.09
H 3.13157 0.77279 -1.31386 0.00 -0.02 -0.12
H 2.93149 -0.89164 -0.81173 0.11 -0.17 0.16
H 2.43538 1.73441 0.62396 -0.02 0.11 0.16
H -2.14984 2.30004 -0.03038 -0.17 0.28 0.56
H -4.91388 -1.42468 -0.36399 -0.09 -0.01 -0.08
H -3.38962 -3.36917 -0.11108 -0.04 -0.09 0.02
H 2.71033 -3.10899 1.20496 0.06 -0.16 0.61
Hf -2.62614 1.83621 -2.32471 -0.39 -0.34 1.01
```
Forces are in eV/Å.

---

[2]
Entry from the OMol25 dataset: C11H8NRuSe3Te as an isolated structure (the ωB97M-V functional and the def2-TZVPD basis).

## Properties
energy above the lowest of the compared OMol25 structures with the same formula, charge and spin = 0.00 kcal per mole
net charge = +1
<S²> = 6.05
multiplicity = 5
gap between HOMO and LUMO (alpha / beta) = 7.14 / 5.77 eV

XYZ file:
```
25
Properties=species:S:1:pos:R:3:forces:R:3
Ru -0.52122 -0.54358 0.15005 -0.69 0.34 -0.20
C -2.68083 0.44830 -3.47630 0.00 0.01 -0.05
C -3.64619 1.32336 -2.99531 -0.05 0.03 -0.04
C -3.62905 1.70108 -1.66560 -0.10 0.08 -0.02
C -2.65181 1.19334 -0.82794 0.15 0.00 0.12
N -1.72749 0.32752 -1.30241 -0.01 -0.11 -0.26
C -1.73838 -0.03179 -2.59653 -0.06 0.10 0.16
C -2.47626 1.50807 0.59432 0.07 -0.02 -0.10
C -3.22908 2.43623 1.29466 -0.07 0.10 0.02
C -2.94339 2.68922 2.62960 -0.03 0.02 0.02
C -1.90544 2.02512 3.27371 0.04 -0.01 -0.03
C -1.15169 1.07920 2.59100 -0.14 0.08 -0.11
C -1.44088 0.81805 1.25242 0.22 -0.43 0.10
H -2.65835 0.14290 -4.51224 0.00 0.00 0.02
H -4.40975 1.70965 -3.65813 0.02 0.00 0.01
H -4.36953 2.38442 -1.27495 0.00 -0.02 -0.03
H -0.96284 -0.71454 -2.91192 0.04 -0.06 0.00
H -4.03310 2.97490 0.80814 0.02 -0.01 0.04
H -3.53555 3.41409 3.17251 0.02 -0.01 -0.01
H -1.69128 2.23896 4.31301 0.00 -0.01 -0.03
H -0.35057 0.55182 3.08967 0.00 -0.05 0.02
Se -1.25084 -2.45397 1.43243 -0.03 -0.07 0.36
Se 0.42405 -4.05117 1.33702 0.15 0.03 -0.20
Te 2.34866 -3.01558 0.14292 -0.17 0.08 0.12
Se 1.89687 -0.58059 0.17217 0.61 -0.05 0.08
```
Forces are in eV/Å.

---

[3]
Entry from the OMol25 dataset: C11H8O in the gas phase (the ωB97M-V functional and the def2-TZVPD basis).

## Properties
energy above the lowest of the compared OMol25 structures with the same formula, charge and spin = 82.61 kcal per mole
SMILES = O=C1[C@@H]2C=Cc3ccccc3[C@H]12
gap between HOMO and LUMO = 8.14 eV

XYZ file:
```
20
Properties=species:S:1:pos:R:3:forces:R:3
C 2.77738 0.33098 0.17391 2.06 3.30 -1.55
C 2.14803 1.61039 -0.03818 1.50 -0.12 0.78
C 1.98285 -0.68330 0.39151 -3.41 -1.82 0.20
C 0.77066 1.63735 -0.17125 0.43 3.70 -1.05
C 0.58666 -0.57540 0.31035 0.16 -0.02 -0.37
C -0.03016 0.55324 -0.17070 -0.06 -0.39 0.81
C -2.15571 -0.65317 -0.61639 -1.43 -0.52 -2.88
C -1.53816 -1.65381 0.20356 2.35 -2.52 1.83
C -2.57528 0.47407 0.08683 1.56 1.21 0.38
C -0.22840 -1.68584 0.63080 -2.83 -2.20 -0.04
C -1.41705 0.70828 -0.73853 2.20 -0.46 0.69
O -3.16688 0.86929 1.00392 -2.40 1.30 2.40
H 3.84017 0.11764 -0.04342 -0.50 0.70 0.64
H 2.79154 2.53341 0.00681 -1.00 -1.02 -0.39
H 2.20194 -1.70443 0.46132 1.39 -1.22 0.47
H 0.17816 2.57503 -0.39114 1.35 -0.58 0.27
H -2.88625 -0.88858 -1.40646 0.57 -0.54 0.12
H -2.21730 -2.39458 0.60819 0.03 -0.31 -0.33
H 0.19012 -2.57489 1.23003 -0.90 1.59 -0.90
H -1.25232 1.40431 -1.53115 -1.08 -0.07 -1.07
```
Forces are in eV/Å.

---

[4]
Entry from the OMol25 dataset: C11H8O5 in the gas phase (the ωB97M-V functional and the def2-TZVPD basis).

## Properties
SMILES = O=C(O)C(=O)[C@@H]1COc2ccccc2C1=O
gap between HOMO and LUMO = 8.07 eV

XYZ file:
```
24
Properties=species:S:1:pos:R:3:forces:R:3
O -0.25054 2.84637 -3.96470 0.37 -1.11 2.34
O -2.37146 1.32835 -2.82125 5.97 0.70 1.83
O 1.33991 -0.33136 -1.72179 -1.62 1.11 0.23
O 0.70115 2.94181 -1.86002 -3.87 -2.32 0.17
O -1.32136 0.35174 1.30925 -0.46 0.86 -0.02
C -0.20387 2.42389 -2.82177 1.10 2.34 -1.63
C -1.17266 1.39968 -2.32232 -6.26 -1.92 0.21
C 0.44479 -0.18727 -0.89087 1.34 -1.63 -0.64
C 0.56813 -2.36060 2.74917 -1.38 1.86 1.30
C 1.56266 -2.52064 1.84889 0.29 -1.49 0.78
C -0.39656 -1.34872 2.55325 0.20 -2.26 2.22
C 1.55472 -1.91702 0.66824 -0.78 2.87 -2.69
C -0.43055 -0.61720 1.41048 2.77 -1.02 -1.51
C 0.58749 -0.91178 0.39867 -1.77 0.50 1.25
C -1.15882 1.25982 0.23743 -0.77 1.08 0.06
C -0.95143 0.48734 -1.05412 1.04 -0.05 -1.45
H 1.45238 3.13552 -2.35007 2.48 1.06 -1.46
H 0.58817 -2.83454 3.73020 -0.02 -0.15 -0.38
H 2.34376 -3.18395 2.01402 1.23 -1.31 0.56
H -1.06816 -1.25900 3.41190 -0.18 0.58 -0.69
H 2.33007 -2.13453 -0.05581 -0.17 0.19 -0.16
H -2.13159 1.78409 0.26425 0.61 0.05 -0.42
H -0.32213 2.00657 0.38672 -0.72 -0.90 0.14
H -1.69407 -0.35856 -1.11976 0.59 0.97 -0.03
```
Forces are in eV/Å.

---

[5]
Entry from the OMol25 dataset: a 2-piece molecular cluster, C11H9BrN2 overall (the ωB97M-V functional and the def2-TZVPD basis).

## Properties
energy above the lowest of the compared OMol25 structures with the same formula, charge and spin = 67.86 kcal per mole
gap between HOMO and LUMO (alpha / beta) = 7.17 / 7.17 eV

XYZ file:
```
23
Properties=species:S:1:pos:R:3:forces:R:3
C 2.81046 0.85649 1.67101 -2.50 -2.06 -1.89
C -1.38175 -1.09514 1.21398 0.46 3.52 -1.12
C -1.48005 2.07827 -0.90219 -0.96 0.71 -1.76
C 0.14564 -1.07925 1.34919 -2.31 -0.42 -1.63
C -0.32978 2.78540 -1.17485 -0.47 -2.27 1.77
C 0.95486 -0.18879 0.40996 0.89 -0.85 2.40
C -1.09753 0.86274 -0.29114 -0.35 0.67 0.32
C 0.30335 0.92241 -0.20030 -0.90 -1.90 1.18
C -1.93246 -0.09611 0.37213 1.66 -2.86 1.76
C 1.01397 -1.66320 0.20045 -3.32 2.18 -2.94
C 0.50579 -2.40772 -1.03952 -1.44 0.44 -2.23
N 3.39133 1.78883 1.99536 0.92 1.27 0.52
N 0.73915 2.08924 -0.65507 -0.49 -0.03 -1.13
Br -3.80065 -0.05740 0.18955 -0.08 0.26 -0.13
H -2.06062 -1.53528 1.95283 0.62 -0.25 -0.40
H -2.50542 2.35308 -1.27636 1.34 -0.31 0.75
H 0.54623 -1.42595 2.27433 0.25 0.20 0.49
H -0.17831 3.69165 -1.60754 0.27 2.39 -1.10
H 1.68307 -2.23783 0.61597 4.05 -2.21 2.41
H -0.24928 -3.21323 -0.94912 0.17 0.52 1.22
H 1.22734 -2.95765 -1.65034 0.80 0.49 0.56
H -0.00733 -1.78638 -1.82460 0.52 0.06 0.96
H 1.70201 2.31581 -0.67374 0.87 0.46 -0.03
```
Forces are in eV/Å.

---

[6]
Entry from the OMol25 dataset: C11H9F in the gas phase (the ωB97M-V functional and the def2-TZVPD basis).

## Properties
energy above the lowest of the compared OMol25 structures with the same formula, charge and spin = 5.76 kcal per mole
SMILES = C=C[C@@]1(F)C=Cc2ccccc21
gap between HOMO and LUMO = 9.10 eV

XYZ file:
```
21
Properties=species:S:1:pos:R:3:forces:R:3
C 1.25786 0.40927 2.70083 1.80 1.94 0.23
C -0.11430 0.20293 2.70404 0.88 -0.75 -0.11
C 1.99914 0.38156 1.51350 -0.97 -1.38 -1.14
C -0.68056 -0.42079 1.61624 1.11 1.20 -1.49
C 1.35489 -0.04619 0.32513 0.23 1.05 2.64
C 0.04296 -0.40071 0.40629 -2.04 -2.36 -2.39
C 1.93061 -0.27853 -0.95012 -0.60 -1.66 -2.82
C 1.11043 -0.85253 -1.86301 -0.15 1.14 2.08
C -2.50810 -0.06202 -2.09818 -2.58 -1.82 -1.32
C -1.23837 0.03169 -1.86089 0.85 -1.73 0.93
C -0.30584 -1.00898 -1.34537 1.43 2.57 3.15
F -0.68971 -2.26320 -1.32015 -1.14 -1.87 -0.19
H 1.82595 0.76694 3.58273 -0.76 -0.28 -0.37
H -0.78766 0.40175 3.51220 0.29 -0.09 0.82
H 3.05881 0.48649 1.35603 0.36 0.44 0.93
H -1.62854 -0.79174 1.86421 -1.54 -0.53 -0.92
H 2.93411 -0.24517 -1.28163 1.19 0.75 0.45
H 1.44934 -1.06521 -2.84571 -0.10 -0.37 -0.76
H -3.17111 0.70080 -2.49608 0.45 0.34 0.35
H -3.00628 -1.06979 -2.12502 0.66 0.95 0.32
H -0.66546 0.88532 -1.81649 0.62 2.47 -0.38
```
Forces are in eV/Å.

---

[7]
Entry from the OMol25 dataset: C11H9F3N4OS2 in the gas phase (the ωB97M-V functional and the def2-TZVPD basis).

## Properties
SMILES = Cc1cc(C(F)(F)F)nc(SCC(=O)Nc2nccs2)n1
gap between HOMO and LUMO = 8.94 eV

XYZ file:
```
30
Properties=species:S:1:pos:R:3:forces:R:3
C -1.35368 -4.07888 0.28429 -0.02 -0.11 0.00
C -1.20853 -2.60379 0.41256 -0.30 0.36 -0.18
N -0.16045 -2.14836 1.07118 0.42 -0.27 0.26
C -0.02508 -0.83379 1.18726 -0.68 0.38 -0.31
N -0.86285 0.07891 0.72026 -0.23 -0.24 0.23
C -1.90641 -0.37717 0.04356 0.00 -0.46 -0.03
C -2.14306 -1.72194 -0.15516 0.20 0.22 0.13
H -2.99205 -2.07481 -0.71495 -0.09 -0.03 -0.05
C -2.80870 0.69506 -0.52457 -0.41 0.26 -0.24
F -3.83902 0.17162 -1.20913 -0.02 -0.27 -0.02
F -3.33413 1.47730 0.41892 0.16 -0.04 0.21
F -2.14780 1.48533 -1.38318 0.23 0.00 0.01
S 1.40767 -0.28858 1.99077 0.41 0.10 0.38
C 1.30804 1.52628 1.79482 -0.24 -0.46 0.29
C 0.60655 2.08077 0.56648 0.34 0.17 0.17
O -0.16744 2.99634 0.66648 -0.10 0.25 0.02
N 0.96359 1.59814 -0.67115 -0.28 0.61 -0.49
C 1.76412 0.52512 -0.98344 1.14 -0.13 0.28
N 1.38158 -0.46307 -1.71363 -0.91 0.35 -0.02
C 2.38152 -1.35155 -1.92237 0.66 -0.14 0.07
C 3.56930 -1.03854 -1.34898 0.00 0.11 0.14
S 3.46051 0.45947 -0.51031 -0.59 -0.09 -0.66
H 4.48778 -1.58771 -1.36145 0.18 -0.21 0.00
H 2.17551 -2.23006 -2.50499 0.08 -0.19 -0.11
H 0.31896 1.88361 -1.40226 0.08 -0.07 0.16
H 0.78932 1.92939 2.66494 0.07 0.10 -0.21
H 2.34660 1.86266 1.80758 -0.01 0.01 0.03
H -2.29428 -4.40035 0.72795 -0.06 -0.08 0.01
H -1.36601 -4.35989 -0.76717 -0.02 -0.08 -0.07
H -0.52646 -4.57219 0.78489 0.01 -0.04 0.00
```
Forces are in eV/Å.

---

[8]
Entry from the OMol25 dataset: an isolated ion of composition C11H9FNO2 and charge -1 (the ωB97M-V functional and the def2-TZVPD basis).

## Properties
net charge = -1
SMILES = C[C@@H]1c2ccccc2C(C(=O)[O-])=N[C@H]1F
gap between HOMO and LUMO = 7.68 eV

XYZ file:
```
24
Properties=species:S:1:pos:R:3:forces:R:3
C -0.08608 -2.79942 -1.01448 0.05 -0.65 -0.48
C -1.25938 -2.11755 -1.19225 -1.63 0.81 0.33
C 1.09687 -2.10285 -0.77238 1.70 0.61 0.26
C -1.35431 -0.77777 -0.84005 1.06 0.42 0.70
C 1.14045 -0.73178 -0.39417 -3.80 -1.07 -1.41
C -0.16720 -0.12337 -0.39206 -0.74 -0.83 -0.66
C 2.35062 0.06296 -0.26444 -0.22 2.37 -0.45
C 3.57168 -0.59638 0.22898 0.35 -0.11 -0.47
C -0.29493 1.28699 -0.08522 2.47 1.57 -1.00
C 1.25140 2.01626 -0.81483 -3.53 -0.66 4.48
C -0.43914 1.66546 1.38106 2.69 2.04 -0.84
N 2.44435 1.37170 -0.41896 -1.02 -1.63 -0.89
O 3.78857 -0.09826 1.32925 1.18 -0.39 1.81
O 4.13931 -1.45593 -0.46570 0.17 -0.32 -0.03
F 1.05143 2.12481 -2.12117 0.05 0.06 -1.76
H -0.21713 -3.88588 -1.12195 1.02 0.43 -0.29
H -2.16137 -2.59419 -1.59643 0.40 -0.17 0.39
H 2.09512 -2.51155 -0.99339 -0.53 -0.37 0.60
H -2.33526 -0.22964 -0.80772 1.21 -0.54 -0.30
H -1.05397 1.81196 -0.65430 -0.30 -0.27 -0.37
H 1.04424 2.97359 -0.30961 1.07 0.22 -0.52
H 0.57177 1.59305 1.79781 -0.14 -1.07 0.59
H -1.19769 1.19495 1.99509 -0.16 0.16 -0.13
H -0.37858 2.78692 1.34761 -1.33 -0.59 0.46
```
Forces are in eV/Å.

---

no.,largest force on an atom (eV/A)
1,1.96
2,0.80
3,4.18
4,6.55
5,5.21
6,4.31
7,1.18
8,5.75